No. 1
A structure of composition C30H36InN7O4S2Se2 in a non-equilibrium geometry, computed with wB97M-V/def2-TZVPD.

Atoms and positions in Å:
In: 0.114692 0.168797 0.053645
N: -1.824859 -2.492672 -4.174143
C: -0.425213 -1.534532 -2.308914
S: 0.638803 -2.044459 -0.977603
N: -0.117816 -0.309125 -2.864500
N: 0.470527 0.600211 -2.119258
C: 0.653290 1.791506 -2.623695
C: 1.242780 2.882151 -1.941131
C: 1.355800 4.091010 -2.658613
C: 1.952419 5.204803 -2.127791
C: 2.484255 5.134102 -0.839956
C: 2.389440 3.972588 -0.113786
C: 1.740900 2.822722 -0.604562
O: 1.636873 1.778636 0.177401
H: -2.673015 -2.612085 -3.634183
H: -1.796685 -1.561962 -4.581800
H: 0.343352 1.940233 -3.660579
H: 0.950026 4.124054 -3.661793
H: 2.007146 6.125093 -2.693826
H: 2.970970 5.995511 -0.406739
H: 2.815962 3.932438 0.877949
C: 2.504582 -5.801880 -3.462530
C: 1.437466 -4.761583 -3.427169
C: 0.285004 -4.915898 -2.643866
C: -0.697862 -3.975213 -2.616430
C: -0.623890 -2.724366 -3.409724
C: 0.560978 -2.689889 -4.301387
C: 1.547163 -3.615809 -4.235106
S: -2.261403 -1.226389 -1.729786
O: -0.452613 -0.063627 -4.063419
O: -2.594220 0.041691 -2.361617
N: -1.923282 -0.828167 -0.188979
C: -2.386681 -1.576623 0.825830
C: -3.439926 -2.483706 0.738338
C: -3.923701 -3.143050 1.864505
C: -3.382234 -2.935410 3.110400
C: -2.306814 -2.043547 3.256828
C: -1.695913 -1.751622 4.496260
C: -0.635595 -0.886098 4.551713
C: -0.170298 -0.317573 3.360053
N: -0.742150 -0.539978 2.204340
C: -1.791338 -1.370506 2.111816
H: 2.321591 -6.573409 -2.718668
H: 3.482819 -5.354127 -3.277836
H: 2.539904 -6.268136 -4.449074
H: 0.178330 -5.814615 -2.052522
H: -1.572101 -4.107362 -1.994672
H: 0.613765 -1.857425 -4.984878
H: 2.409106 -3.518476 -4.879896
H: -3.892786 -2.661505 -0.226770
H: -4.756245 -3.819541 1.745855
H: -3.768370 -3.447907 3.978015
H: -2.078283 -2.223793 5.392007
H: -0.155292 -0.650824 5.489475
H: 0.679147 0.351063 3.342451
C: 3.146010 -1.374933 3.082988
Se: 2.842212 -0.165297 1.547778
C: 3.604060 1.481297 2.335533
C: 2.752279 2.273590 3.300751
Se: 0.984928 2.853562 2.610324
C: 0.457328 3.681372 4.329273
H: 4.211993 -1.527320 3.241462
H: 2.673366 -2.320220 2.822336
H: 2.686318 -0.977125 3.985636
H: 3.845687 2.073920 1.454104
H: 4.534343 1.179179 2.825915
H: 3.279419 3.196270 3.564529
H: 2.561562 1.713115 4.219779
H: 0.431091 2.937466 5.122342
H: -0.536486 4.097627 4.184987
H: 1.148163 4.480053 4.589849
C: -2.654025 3.273606 -1.735454
N: -3.002966 3.082978 -0.339766
C: -2.206251 2.376987 0.474696
N: -2.641169 2.140606 1.738962
O: -1.071447 2.044238 0.117027
H: -3.326261 4.008248 -2.169282
H: -2.730154 2.329103 -2.282036
H: -1.626791 3.633267 -1.801345
H: -3.937264 3.312895 -0.048750
H: -3.615061 2.199344 1.973407
H: -2.049391 1.542450 2.295271

Cartesian forces (eV/Å) of the 2 atoms listed first:
In 0.2051 -0.0170 0.8507
N -0.3659 -0.2127 -0.6668

Calculated values
* HOMO-LUMO gap (spin up / spin down): 5.611 / 6.589 eV
* E_HOMO (spin up / spin down): -6.328 / -6.755 eV
* ΔE to the lowest compared entry with this formula, charge and spin: 114.01 kcal/mol

Results of the Löwdin charge analysis, in e, for atoms 1 through 2: In 0.563; N 0.070


No. 2
A cluster of 5 separate species, C15H31FN3O4 in total in a non-equilibrium geometry, computed with wB97M-V/def2-TZVPD.

Atoms and positions in Å:
N: 3.685194 -1.752535 -2.579154
C: 2.379408 -1.679662 -2.935397
N: 1.691385 -0.296363 -2.827166
C: 0.213292 -0.476997 -2.409531
C: 0.279819 -2.114874 -2.146432
F: -0.934141 -2.928410 -2.241351
N: 1.281123 -2.674898 -3.202005
H: 4.096863 -2.681518 -2.321026
H: 4.162565 -0.915296 -2.151849
H: 2.079048 -0.029806 -1.883835
H: -0.610872 -0.056130 -3.129108
H: 0.101069 0.229940 -1.471311
H: 0.682816 -2.243182 -1.035329
H: 0.876237 -2.772280 -4.148982
C: 0.657279 3.135326 1.814698
C: 0.336654 1.727389 1.389406
O: 0.881033 1.215765 0.412373
C: -0.675839 0.969634 2.205881
H: 1.403443 3.558942 1.134051
H: -0.244651 3.750952 1.771734
H: 1.068742 3.133032 2.827111
H: -1.637291 1.488736 2.180368
H: -0.323774 0.870853 3.235803
H: -0.807010 -0.031912 1.782675
C: 5.983807 -6.320068 -2.772293
C: 4.565183 -6.052164 -2.346037
O: 4.168059 -4.908059 -2.131524
C: 3.651219 -7.238353 -2.192435
H: 6.527019 -5.371613 -2.841901
H: 6.480354 -6.954000 -2.033449
H: 5.992374 -6.800863 -3.753644
H: 4.043789 -7.913293 -1.427679
H: 3.555860 -7.760122 -3.148002
H: 2.659432 -6.894239 -1.880428
C: -3.854701 1.287960 -1.628063
C: -4.155793 1.765779 -0.232717
O: -3.388871 2.520247 0.363359
C: -5.431640 1.284750 0.405086
H: -2.902571 1.715194 -1.960347
H: -3.771377 0.198335 -1.637795
H: -4.642391 1.615625 -2.311047
H: -5.418638 0.194893 0.486015
H: -6.289658 1.612267 -0.187352
H: -5.517266 1.709821 1.410764
C: -1.369226 5.438886 5.457003
C: -1.922017 5.280700 4.065832
O: -1.182956 5.265779 3.082843
C: -3.414143 5.141437 3.923939
H: -0.278857 5.528351 5.406175
H: -1.773304 6.344289 5.916658
H: -1.620522 4.561831 6.058595
H: -3.909449 6.033646 4.315274
H: -3.756593 4.251086 4.457277
H: -3.669513 5.035192 2.864268

Cartesian forces (eV/Å) of the 2 atoms listed first:
N -2.4410 -0.7398 0.0717
C -2.7037 2.7724 0.1072

Calculated values
* HOMO-LUMO gap: 7.151 eV
* net charge: +1
* E_HOMO: -11.308 eV
* ΔE to the lowest compared entry with this formula, charge and spin: 32.06 kcal/mol

Results of the natural (NBO) charge analysis, in e, for atoms 1 through 2: N -0.711; C 0.727


No. 3
A structure of composition C6H15N in a non-equilibrium geometry, computed with wB97M-V/def2-TZVPD.

Atoms and positions in Å:
C: 4.471777 0.722947 -0.034758
N: 0.884597 0.265240 0.184359
C: -0.289717 -0.322947 0.134290
C: -1.579085 0.374332 0.570253
C: -2.795004 -0.553362 0.578059
C: -1.747640 1.437425 -0.529506
C: -0.358501 -1.731340 -0.506505
H: 5.308497 0.117155 -0.389282
H: 4.559500 1.123731 0.972019
H: 3.566166 0.146118 -0.175744
H: 4.556942 1.622675 -0.655677
H: 0.723885 -0.541245 0.972808
H: -1.421469 0.721870 1.585766
H: -3.695611 0.048768 0.754858
H: -2.755238 -1.211184 1.449477
H: -3.033949 -1.112177 -0.322540
H: -1.853611 1.000371 -1.523822
H: -2.640228 2.051677 -0.392052
H: -0.888780 2.106301 -0.569921
H: -0.756457 -1.680713 -1.521897
H: -0.926882 -2.510136 0.007960
H: 0.670817 -2.075501 -0.588147

Cartesian forces (eV/Å) of the 2 atoms listed first:
C 0.6396 0.5582 -0.6486
N -1.2612 -0.4635 1.0940

Calculated values
* HOMO-LUMO gap: 8.878 eV
* E_HOMO: -8.019 eV
* ΔE to the lowest compared entry with this formula, charge and spin: 88.25 kcal/mol

Results of the natural (NBO) charge analysis, in e, for atoms 1 through 2: C -0.859; N -0.699


Question: Among the records above, which one has the lowest ΔE to the lowest compared entry with this formula, charge and spin?
Answer: C15H31FN3O4